{"formula": "C21H43IrN5OSi2", "method": "ωB97M-V/def2-TZVPD", "charge": 1, "homo_lumo_gap_ev": [6.20, 6.35], "fmax_ev_per_a": 0.72, "species": ["Ir", "Si", "Si", "O", "N", "N", "N", "N", "N", "C", "C", "C", "C", "C", "C", "C", "C", "C", "C", "C", "C", "C", "C", "C", "C", "C", "C", "C", "C", "C", "H", "H", "H", "H", "H", "H", "H", "H", "H", "H", "H", "H", "H", "H", "H", "H", "H", "H", "H", "H", "H", "H", "H", "H", "H", "H", "H", "H", "H", "H", "H", "H", "H", "H", "H", "H", "H", "H", "H", "H", "H", "H", "H"], "xyz": [[0.335, -0.362, 0.165], [-2.803, 0.171, 1.591], [2.880, -2.351, 1.417], [1.902, -0.380, -1.340], [-0.929, 3.027, -1.300], [-1.108, -0.501, 1.536], [1.227, -1.552, 1.480], [-0.483, 0.756, -1.440], [-1.679, 1.825, -3.144], [-1.230, -2.369, 4.715], [0.513, -1.848, 2.575], [-2.083, 0.562, -3.733], [0.086, -2.912, 4.715], [3.909, -1.659, 2.823], [2.245, 0.046, -3.666], [2.439, 1.327, -2.842], [2.634, -4.208, 1.409], [2.775, 0.765, -1.478], [-4.015, -1.256, 1.503], [0.927, -2.663, 3.687], [-1.427, 2.874, -4.128], [-0.800, -1.275, 2.590], [-3.266, 1.281, 0.179], [3.902, -2.026, -0.101], [1.770, -0.995, -2.642], [-0.107, 3.142, -0.109], [-1.660, -1.585, 3.700], [-2.962, 1.268, 3.103], [-1.031, 1.834, -1.933], [-1.936, 4.074, -1.450], [-3.886, 1.844, 3.019], [0.729, -1.289, -2.768], [1.913, -3.087, 3.716], [-2.362, 3.290, -4.506], [3.607, -4.678, 1.242], [3.811, 0.424, -1.451], [-2.981, 0.753, 4.061], [-2.442, -0.125, -2.970], [2.377, -1.899, -2.664], [-1.502, 4.983, -1.870], [-4.259, 1.670, 0.423], [-2.133, 1.981, 3.136], [-2.898, 0.750, -4.431], [-3.338, 0.768, -0.778], [1.531, 0.173, -4.477], [4.202, -0.988, -0.201], [4.813, -2.612, 0.051], [1.516, 1.907, -2.795], [3.598, -1.936, 3.826], [0.412, -3.528, 5.542], [0.842, 2.634, -0.256], [-0.869, 2.459, -4.972], [-1.268, 0.083, -4.292], [1.991, -4.488, 0.570], [0.084, 4.198, 0.074], [-0.595, 2.710, 0.771], [2.599, 1.418, -0.629], [3.231, 1.961, -3.235], [3.192, -0.267, -4.103], [2.204, -4.644, 2.307], [-0.835, 3.673, -3.692], [-0.504, 0.032, -2.152], [-2.660, -1.194, 3.739], [-4.996, -0.864, 1.222], [4.942, -1.991, 2.691], [-4.140, -1.828, 2.420], [-2.747, 3.734, -2.086], [-2.353, 4.313, -0.470], [3.910, -0.566, 2.772], [3.439, -2.372, -1.024], [-1.895, -2.587, 5.541], [-3.706, -1.957, 0.722], [-2.599, 2.131, 0.093]]}